The molecule C3H3NO2, computed with ωB97M-V/def2-TZVPD.

The geometry in ORCA input format:
```
! wB97M-V def2-TZVPD RIJCOSX def2/J DEFGRID3
* xyz 0 1
C -2.48759 0.66559 -0.07284
C -1.28223 0.75456 0.03243
C 0.11098 1.10598 0.01310
O 0.73419 2.10684 0.08917
N 1.14786 -0.21630 0.25737
O 2.46551 0.04167 -0.11100
H -3.39072 0.29013 -0.41898
H 0.92426 -1.13687 -0.14266
H 2.70188 0.81019 0.45675
*
```

Its HOMO-LUMO gap is 8.73 eV. The value obtained for the HOMO energy is -8.917 eV. Its total energy is -8739.7770 eV. The SMILES is C#CC(=O)NO. The energy above the lowest of the compared OMol25 structures with the same formula, charge and spin is 516.6 kJ/mol. As for the largest force on an atom: 5.7 eV Å⁻¹.


The molecule C5H11BO, computed with ωB97M-V/def2-TZVPD.

The geometry in ORCA input format:
```
! wB97M-V def2-TZVPD RIJCOSX def2/J DEFGRID3
* xyz 0 1
B 1.19167 -1.40330 2.07665
O 1.33340 -1.09007 0.75190
C 0.20147 -0.19896 -0.15709
C 0.28725 1.16144 -0.20694
C 1.12229 2.08475 0.63453
C -0.65860 -1.13506 -0.99145
C -1.86469 -0.42316 -1.66321
H 0.31621 -1.08173 2.79107
H 2.09350 -2.14312 2.50491
H -0.39143 1.63075 -0.98999
H 1.07994 1.65298 1.74840
H 2.11681 2.08317 0.40719
H 0.82664 3.14791 0.69614
H -0.07783 -1.68498 -1.67999
H -1.18371 -1.86896 -0.40268
H -2.37090 0.23762 -0.97801
H -2.41732 -1.23589 -2.08740
H -1.60472 0.26660 -2.45402
*
```

Its HOMO-LUMO gap is 10.41 eV. The value obtained for the HOMO energy is -9.585 eV. Its total energy is -8085.5061 eV. The SMILES is BO/C(=C\C)CC. The energy above the lowest of the compared OMol25 structures with the same formula, charge and spin is 161.3 kJ/mol. As for the largest force on an atom: 4.4 eV Å⁻¹.


The molecule C3H3NO, computed with ωB97M-V/def2-TZVPD.

The geometry in ORCA input format:
```
! wB97M-V def2-TZVPD RIJCOSX def2/J DEFGRID3
* xyz 0 3
C 0.26283 -0.17444 -0.02147
C 1.63484 0.13564 0.03699
C -1.10153 0.10145 -0.01123
N 1.09474 -1.18923 0.10494
O 2.73704 0.87609 -0.09331
H -1.30711 1.00764 -0.52708
H -1.65086 0.14067 0.86989
H -1.66995 -0.89783 -0.35874
*
```

Its HOMO-LUMO gap (spin up / spin down) is 7.46 / 8.32 eV. The value obtained for the HOMO energy (spin up / spin down) is -6.701 / -11.297 eV. Its total energy is -6690.7042 eV. As for the expectation value of S²: 2.015. The energy above the lowest of the compared OMol25 structures with the same formula, charge and spin is 185.0 kJ/mol. As for the largest force on an atom: 7.5 eV Å⁻¹.


A structure of composition C46H56MoN6O6S, computed with ωB97M-V/def2-TZVPD.

The geometry in ORCA input format:
```
! wB97M-V def2-TZVPD RIJCOSX def2/J DEFGRID3
* xyz 0 3
Mo -0.79670 0.10992 0.21105
N -0.69959 -1.15016 4.93277
C -0.83431 -0.03991 4.15949
O -0.07811 0.91033 4.25177
C -2.05164 -0.02264 3.26259
C -1.84844 0.81195 2.00957
H 0.15163 -1.23806 5.46643
H -1.19980 -1.98986 4.70373
H -2.84303 0.41274 3.88648
H -2.38008 -1.04386 3.05044
H -1.22932 1.68043 2.25859
H -2.81525 1.18913 1.66311
C 3.03451 -1.78336 7.46187
C 2.68187 -1.74263 6.00156
C 2.76279 -0.55271 5.28438
C 2.47079 -0.50839 3.92928
C 2.08940 -1.66739 3.26962
C 2.01538 -2.86771 3.96596
C 2.29675 -2.89787 5.32233
S 1.84977 -1.59192 1.50900
O 2.34938 -0.31366 1.09578
O 2.46980 -2.78295 0.99704
N 0.24231 -1.57022 1.19253
C -0.48502 -2.75308 1.21491
C -0.02187 -4.04282 1.41328
C -0.89859 -5.13936 1.48553
C -2.25195 -5.00154 1.35475
C -2.77012 -3.71714 1.08325
C -4.14810 -3.47231 0.88935
C -4.58630 -2.21500 0.59158
C -3.63422 -1.19271 0.44421
N -2.34962 -1.39351 0.60713
C -1.88815 -2.62141 0.97601
H 2.69482 -0.88246 7.97311
H 4.11647 -1.84764 7.59365
H 2.58926 -2.64619 7.95651
H 3.04676 0.36082 5.79264
H 2.51435 0.42259 3.38431
H 1.75359 -3.78509 3.46158
H 2.23464 -3.83820 5.85748
H 1.03802 -4.22681 1.47806
H -0.46892 -6.11987 1.65029
H -2.92379 -5.84631 1.42918
H -4.84179 -4.29905 0.98327
H -5.63395 -1.99300 0.44819
H -3.93549 -0.18598 0.18707
C 5.01845 3.11019 -4.08202
C 3.87809 3.04952 -3.10400
C 2.56267 3.12134 -3.52709
C 1.49712 3.08286 -2.62777
C 0.09815 3.16006 -3.18122
C 1.77281 2.93547 -1.27168
C 3.09547 2.87072 -0.81343
C 3.39794 2.76841 0.65594
C 4.12437 2.94088 -1.73782
C 0.65386 2.79681 -0.27302
O -0.04318 3.73879 0.06449
O 0.55246 1.58426 0.21249
H 4.66976 2.96433 -5.10423
H 5.76368 2.34336 -3.86534
H 5.52294 4.07757 -4.03568
H 2.34834 3.21104 -4.58749
H -0.19594 2.20508 -3.62250
H 0.05273 3.91398 -3.96941
H -0.62560 3.43109 -2.41698
H 2.96862 1.86508 1.08706
H 2.98205 3.62454 1.19312
H 4.47473 2.75706 0.82293
H 5.14908 2.89657 -1.38320
N -2.00297 1.70623 -0.59441
C -2.62013 2.67660 -0.65958
N -3.29629 3.78750 -0.70299
C -4.42262 3.98129 -1.61619
C -4.31813 5.37731 -2.21069
O -4.20607 6.35336 -1.19677
C -3.01893 6.17061 -0.43767
C -3.04512 4.84319 0.29308
H -5.36171 3.86968 -1.06620
H -4.37572 3.22449 -2.39904
H -5.21447 5.61200 -2.78335
H -3.44748 5.42607 -2.87786
H -2.96691 6.99388 0.27221
H -2.14183 6.21043 -1.09520
H -3.85040 4.82789 1.03295
H -2.08946 4.63506 0.76943
C 1.76884 -5.06801 -2.13075
C 1.70170 -3.56614 -2.06502
C 2.86515 -2.80619 -2.15844
C 2.82976 -1.42742 -2.04544
C 4.08669 -0.60645 -2.07026
C 1.59602 -0.80119 -1.87928
C 0.41735 -1.53431 -1.79443
C 0.48683 -2.92910 -1.88029
N -0.80504 -0.80369 -1.63078
C -1.80251 -1.09404 -2.69407
C -2.82438 0.03691 -2.81763
C -1.06367 -1.14467 -4.04234
C -2.59758 -2.41657 -2.49114
H 2.66963 -5.43760 -1.63867
H 1.79054 -5.42202 -3.16443
H 0.90423 -5.52098 -1.64249
H 3.82106 -3.30866 -2.26281
H 4.21854 -0.11368 -3.03732
H 4.96323 -1.22670 -1.88083
H 4.04475 0.17327 -1.30940
H 1.54674 0.27912 -1.80880
H -0.40388 -3.53552 -1.78719
H -2.33764 0.99195 -3.00677
H -3.44535 0.12822 -1.92837
H -3.48637 -0.18998 -3.65654
H -0.45677 -2.04241 -4.14414
H -0.40665 -0.27831 -4.14252
H -1.78882 -1.13013 -4.85928
H -3.67302 -2.23051 -2.47658
H -2.34616 -2.91021 -1.55744
H -2.40168 -3.12467 -3.29815
*
```

Its HOMO-LUMO gap (spin up / spin down) is 6.78 / 7.20 eV. The value obtained for the HOMO energy (spin up / spin down) is -7.047 / -7.545 eV. Its total energy is -82529.6667 eV. As for the expectation value of S²: 2.024. The energy above the lowest of the compared OMol25 structures with the same formula, charge and spin is 0.0 kJ/mol. As for the largest force on an atom: 0.3 eV Å⁻¹.